No. 1
The following is a quantum chemistry calculation of the ion C3H9N4 with charge +1 in a non-equilibrium geometry, from the Open Molecules 2025 dataset.

Results
LUMO energy (alpha / beta)	-0.203 / -0.203	Eh
energy relative to the best compared isomer or geometry (same formula, charge and spin)	511.72	kJ/mol
gap between HOMO and LUMO (alpha / beta)	8.516 / 8.513	eV
total charge	+1

Each line ends with the Löwdin charge.
Cartesian coordinates (Å):
C (1.44, 0.11, -0.04)  -0.340
C (-0.06, 0.77, 0.48)  -0.184
C (-2.20, 0.20, -0.36)  -0.107
N (1.24, -1.15, -0.16)  0.056
N (-1.14, -0.01, 0.65)  0.007
N (2.52, 0.77, -0.08)  0.170
N (0.07, -1.76, 0.12)  0.141
H (0.32, 1.11, 1.53)  0.160
H (-0.14, 1.60, -0.21)  0.117
H (-2.75, 1.04, -0.04)  0.078
H (-1.96, 0.25, -1.47)  0.113
H (-2.99, -0.58, -0.32)  0.099
H (2.74, 1.79, 0.26)  0.213
H (3.32, 0.22, -0.55)  0.188
H (-0.49, -1.94, -0.69)  0.131
H (0.09, -2.43, 0.88)  0.158

***

No. 2
The following is a quantum chemistry calculation of a cluster of 3 separate species, C19H48BrN7O5P2 in total in a non-equilibrium geometry, from the Open Molecules 2025 dataset.

Results
SMILES string	[H]/N=C(/C)COC(=O)OC[C@H](C)Br.CN(C)P(=O)(N(C)C)N(C)C.CN(C)P(=O)(N(C)C)N(C)C
LUMO energy	0.023	Eh
gap between HOMO and LUMO	9.137	eV
total charge	0

Each line ends with the Löwdin charge.
Cartesian coordinates (Å):
H (6.62, 1.49, 0.30)  0.061
N (6.80, 0.49, 0.29)  0.178
C (6.44, -0.02, -0.80)  -0.412
C (6.66, -1.49, -1.04)  -0.038
C (5.83, 0.76, -1.95)  -0.115
O (5.28, 2.01, -1.58)  0.035
C (4.30, 2.02, -0.64)  -0.579
O (4.41, 2.66, 0.36)  0.176
O (3.18, 1.34, -0.97)  -0.027
C (2.83, 0.29, -0.05)  -0.212
C (2.08, -0.82, -0.77)  -0.666
C (2.89, -1.52, -1.85)  -0.137
Br (0.55, 0.03, -1.66)  0.784
H (6.49, -2.04, -0.11)  0.084
H (6.01, -1.89, -1.82)  0.062
H (7.68, -1.65, -1.38)  0.087
H (6.64, 1.00, -2.65)  0.146
H (5.13, 0.14, -2.52)  0.104
H (2.15, 0.69, 0.70)  0.129
H (3.74, -0.11, 0.42)  0.138
H (1.69, -1.51, -0.02)  0.096
H (3.35, -0.74, -2.47)  0.058
H (2.25, -2.10, -2.51)  0.068
H (3.69, -2.11, -1.42)  0.079
C (-1.50, -2.67, 0.79)  -0.116
N (-0.92, -3.86, 0.18)  -0.288
C (-0.88, -3.72, -1.27)  -0.126
P (-1.14, -5.44, 0.76)  0.584
O (-0.18, -6.27, 0.00)  -0.286
N (-0.57, -5.57, 2.37)  -0.321
C (-0.27, -4.40, 3.18)  -0.136
C (0.41, -6.62, 2.60)  -0.137
N (-2.78, -5.37, 1.20)  -0.282
C (-3.25, -6.35, 2.20)  -0.119
C (-3.65, -5.50, 0.00)  -0.118
H (-2.58, -2.58, 0.64)  0.086
H (-1.03, -1.79, 0.34)  0.054
H (-1.30, -2.61, 1.86)  0.045
H (-1.87, -3.64, -1.72)  0.074
H (-0.36, -4.56, -1.72)  0.075
H (-0.32, -2.81, -1.52)  0.033
H (0.51, -3.77, 2.74)  0.083
H (0.05, -4.72, 4.17)  0.080
H (-1.17, -3.80, 3.34)  0.068
H (1.42, -6.34, 2.29)  0.084
H (0.14, -7.53, 2.07)  0.070
H (0.43, -6.86, 3.67)  0.079
H (-3.00, -7.38, 1.93)  0.088
H (-4.33, -6.27, 2.28)  0.078
H (-2.83, -6.13, 3.17)  0.071
H (-3.55, -6.48, -0.48)  0.088
H (-3.41, -4.74, -0.73)  0.060
H (-4.69, -5.37, 0.29)  0.081
C (-0.21, 6.13, -0.72)  -0.122
N (-0.66, 4.77, -0.49)  -0.288
C (0.17, 3.82, -1.23)  -0.136
P (-2.28, 4.31, -0.29)  0.587
O (-2.24, 2.90, 0.16)  -0.285
N (-2.96, 5.12, 1.06)  -0.321
C (-2.32, 6.27, 1.67)  -0.137
C (-3.57, 4.26, 2.06)  -0.137
N (-3.02, 5.31, -1.45)  -0.282
C (-4.45, 5.60, -1.26)  -0.120
C (-2.86, 4.75, -2.81)  -0.119
H (-0.45, 6.51, -1.72)  0.083
H (0.87, 6.16, -0.60)  0.086
H (-0.62, 6.83, 0.01)  0.043
H (0.09, 3.95, -2.32)  0.074
H (-0.11, 2.80, -0.98)  0.017
H (1.22, 3.95, -0.96)  0.081
H (-1.33, 6.03, 2.08)  0.088
H (-2.94, 6.63, 2.49)  0.079
H (-2.23, 7.10, 0.97)  0.066
H (-2.83, 3.81, 2.74)  0.085
H (-4.13, 3.45, 1.60)  0.069
H (-4.27, 4.85, 2.66)  0.078
H (-5.06, 4.70, -1.13)  0.087
H (-4.81, 6.14, -2.14)  0.078
H (-4.61, 6.24, -0.40)  0.071
H (-3.37, 3.78, -2.92)  0.088
H (-1.80, 4.60, -3.04)  0.060
H (-3.26, 5.44, -3.55)  0.081

***

No. 3
The following is a quantum chemistry calculation of a cluster of 10 separate species, C37H92N2O12PS in total in a non-equilibrium geometry, from the Open Molecules 2025 dataset.

Results
LUMO energy	0.064	Eh
gap between HOMO and LUMO	5.634	eV
total charge	-1

Each line ends with the Löwdin charge.
Cartesian coordinates (Å):
C (11.78, -1.63, 0.70)  -0.123
C (10.79, -0.80, -0.14)  -0.268
C (9.60, -0.29, 0.67)  -0.243
C (8.92, 0.94, 0.07)  -0.226
C (7.71, 1.38, 0.90)  -0.232
C (7.12, 2.72, 0.45)  -0.218
C (6.18, 2.67, -0.76)  -0.279
C (5.16, 1.54, -0.78)  -0.354
P (3.73, 1.56, 0.47)  0.500
O (4.02, 3.22, 0.94)  -0.339
C (2.92, 3.84, 1.52)  -0.250
C (1.78, 2.82, 1.75)  -0.433
C (0.52, 3.01, 0.89)  -0.154
C (-0.72, 2.39, 1.54)  -0.192
C (-2.05, 3.02, 1.10)  -0.194
C (-3.16, 1.99, 0.89)  -0.205
C (-4.18, 2.41, -0.20)  -0.207
C (-5.58, 1.91, 0.14)  -0.266
C (-5.64, 0.37, 0.09)  -0.430
S (-6.46, -0.25, 1.58)  1.008
C (-7.17, -1.72, 1.04)  -0.707
N (-7.40, -2.77, 1.75)  0.047
N (-8.05, -3.68, 0.90)  0.054
C (-8.14, -3.10, -0.23)  -0.227
O (-7.62, -1.85, -0.23)  0.025
O (2.34, 1.55, 1.60)  -0.343
H (12.64, -1.05, 1.02)  0.061
H (11.29, -2.03, 1.59)  0.066
H (12.13, -2.50, 0.14)  0.048
H (10.45, -1.43, -0.96)  0.093
H (11.32, 0.03, -0.60)  0.099
H (8.86, -1.09, 0.75)  0.113
H (9.93, -0.06, 1.68)  0.109
H (9.63, 1.77, 0.06)  0.110
H (8.61, 0.71, -0.95)  0.117
H (8.06, 1.50, 1.93)  0.107
H (6.95, 0.60, 0.93)  0.089
H (6.65, 3.22, 1.30)  0.094
H (7.97, 3.36, 0.17)  0.096
H (5.68, 3.63, -0.85)  0.090
H (6.81, 2.58, -1.65)  0.075
H (5.65, 0.56, -0.70)  0.051
H (4.67, 1.56, -1.76)  0.055
H (2.79, 1.99, -0.57)  0.013
H (3.40, 0.18, 0.12)  -0.018
H (4.60, 1.13, 1.55)  0.009
H (3.24, 4.16, 2.53)  0.100
H (2.59, 4.76, 1.03)  0.092
H (1.47, 2.92, 2.80)  0.123
H (0.71, 2.53, -0.06)  0.101
H (0.35, 4.09, 0.75)  0.106
H (-0.74, 1.33, 1.27)  0.080
H (-0.60, 2.46, 2.62)  0.108
H (-2.37, 3.77, 1.83)  0.111
H (-1.88, 3.54, 0.15)  0.106
H (-2.71, 1.05, 0.59)  0.081
H (-3.72, 1.80, 1.82)  0.113
H (-3.90, 1.94, -1.15)  0.119
H (-4.19, 3.48, -0.33)  0.088
H (-6.32, 2.33, -0.55)  0.085
H (-5.84, 2.25, 1.14)  0.086
H (-6.19, 0.01, -0.78)  0.076
H (-4.64, -0.05, 0.04)  0.075
H (-8.58, -3.51, -1.12)  0.131
C (9.70, -5.03, -2.61)  -0.089
C (10.32, -5.55, -1.32)  -0.321
O (10.43, -4.52, -0.33)  -0.085
H (10.30, -4.21, -3.00)  0.073
H (9.64, -5.82, -3.36)  0.070
H (8.69, -4.66, -2.43)  0.078
H (11.33, -5.90, -1.49)  0.110
H (9.72, -6.37, -0.92)  0.088
H (9.54, -4.20, -0.14)  0.086
C (2.50, 8.45, 3.18)  -0.097
C (2.35, 7.15, 2.41)  -0.334
O (1.13, 7.12, 1.67)  -0.085
H (1.66, 8.59, 3.86)  0.071
H (3.43, 8.45, 3.76)  0.071
H (2.53, 9.30, 2.50)  0.067
H (2.31, 6.30, 3.09)  0.105
H (3.20, 7.00, 1.74)  0.110
H (1.15, 7.85, 1.04)  0.075
C (-0.30, -2.76, 2.19)  -0.094
C (-0.53, -1.27, 2.04)  -0.311
O (-1.85, -0.98, 1.56)  -0.104
H (-0.45, -3.27, 1.24)  0.072
H (0.72, -2.95, 2.53)  0.075
H (-0.99, -3.19, 2.92)  0.067
H (0.15, -0.84, 1.31)  0.114
H (-0.37, -0.75, 2.99)  0.115
H (-2.48, -1.32, 2.20)  0.079
C (-10.84, 2.49, 0.66)  -0.088
C (-9.34, 2.50, 0.44)  -0.332
O (-8.63, 3.00, 1.57)  -0.088
H (-11.20, 3.49, 0.89)  0.074
H (-11.36, 2.13, -0.23)  0.074
H (-11.10, 1.83, 1.49)  0.073
H (-9.08, 3.17, -0.39)  0.101
H (-8.98, 1.50, 0.19)  0.099
H (-8.82, 2.42, 2.31)  0.078
C (-12.28, -3.85, 1.09)  -0.087
C (-12.59, -3.23, -0.26)  -0.315
O (-11.74, -2.12, -0.53)  -0.086
H (-12.38, -3.11, 1.88)  0.078
H (-12.94, -4.69, 1.30)  0.060
H (-11.25, -4.22, 1.12)  0.063
H (-13.60, -2.85, -0.28)  0.110
H (-12.48, -3.98, -1.05)  0.106
H (-10.83, -2.44, -0.52)  0.046
C (7.38, 4.66, -5.80)  -0.100
C (6.77, 3.48, -5.06)  -0.326
O (6.31, 3.83, -3.77)  -0.078
H (8.21, 5.08, -5.22)  0.072
H (7.75, 4.37, -6.78)  0.067
H (6.65, 5.46, -5.93)  0.068
H (7.51, 2.70, -4.92)  0.112
H (5.94, 3.06, -5.65)  0.107
H (5.64, 4.50, -3.85)  0.087
C (-11.38, -8.93, 0.90)  -0.094
C (-11.71, -7.46, 1.08)  -0.332
O (-13.09, -7.25, 1.38)  -0.093
H (-11.98, -9.36, 0.11)  0.074
H (-10.32, -9.06, 0.65)  0.075
H (-11.58, -9.48, 1.82)  0.071
H (-11.51, -6.91, 0.16)  0.108
H (-11.10, -7.02, 1.87)  0.112
H (-13.28, -7.72, 2.21)  0.080
C (7.27, -9.52, 0.23)  -0.094
C (6.89, -9.00, -1.15)  -0.322
O (7.78, -7.98, -1.60)  -0.092
H (7.28, -8.70, 0.95)  0.077
H (6.55, -10.27, 0.57)  0.072
H (8.26, -9.97, 0.21)  0.070
H (5.90, -8.53, -1.12)  0.112
H (6.86, -9.82, -1.87)  0.107
H (8.66, -8.37, -1.65)  0.073
C (-6.68, 5.27, -3.75)  -0.091
C (-6.27, 4.42, -2.56)  -0.331
O (-5.28, 5.05, -1.76)  -0.079
H (-5.81, 5.50, -4.37)  0.076
H (-7.42, 4.76, -4.37)  0.072
H (-7.11, 6.22, -3.42)  0.071
H (-5.83, 3.48, -2.90)  0.113
H (-7.15, 4.18, -1.95)  0.096
H (-5.65, 5.88, -1.43)  0.087

***

No. 4
The following is a quantum chemistry calculation of a cluster of 8 separate species, C32H62O17S7 in total in a non-equilibrium geometry, from the Open Molecules 2025 dataset.

Results
SMILES string	C[C@H]1COC(=O)O1.O=S1(=O)CCCC1.O=S1(=O)CCCC1.O=S1(=O)CCCC1.O=S1(=O)CCCC1.O=S1(=O)CCCC1.O=S1(=O)CCCC1.O=S1(=O)CCCC1
LUMO energy	-0.007	Eh
energy relative to the best compared isomer or geometry (same formula, charge and spin)	1291.87	kJ/mol
gap between HOMO and LUMO	9.797	eV
total charge	0

Each line ends with the Löwdin charge.
Cartesian coordinates (Å):
C (32.02, 17.46, 5.35)  -0.008
C (31.95, 18.19, 6.78)  -0.271
C (31.26, 19.51, 6.54)  -0.114
O (29.99, 19.47, 7.24)  0.039
C (29.96, 18.28, 7.84)  -0.587
O (28.99, 17.84, 8.40)  0.127
O (31.03, 17.50, 7.62)  0.057
H (32.71, 17.90, 4.60)  0.078
H (30.97, 17.47, 4.96)  0.098
H (32.36, 16.49, 5.50)  0.032
H (32.96, 18.40, 7.36)  0.177
H (31.22, 19.82, 5.48)  0.119
H (31.58, 20.37, 7.23)  0.162
O (36.11, 13.18, 2.56)  -0.285
S (35.28, 14.29, 2.40)  0.603
O (34.14, 14.07, 1.53)  -0.296
C (34.82, 14.80, 3.97)  -0.289
C (35.29, 16.16, 4.24)  -0.191
C (35.53, 16.74, 2.74)  -0.220
C (36.22, 15.70, 1.91)  -0.237
H (35.13, 14.02, 4.74)  0.151
H (33.80, 14.61, 3.93)  0.066
H (34.61, 16.86, 4.90)  0.109
H (36.27, 16.14, 4.71)  0.107
H (36.11, 17.90, 2.95)  0.173
H (34.62, 17.14, 2.38)  0.072
H (37.28, 15.57, 2.15)  0.115
H (36.12, 15.94, 0.84)  0.123
O (26.57, 13.36, 5.64)  -0.344
S (25.70, 13.99, 6.64)  0.695
O (24.33, 13.43, 6.96)  -0.361
C (26.58, 14.10, 8.22)  -0.181
C (26.58, 15.59, 8.51)  -0.218
C (26.58, 16.38, 7.20)  -0.203
C (25.53, 15.63, 6.29)  -0.289
H (27.65, 13.73, 8.10)  0.107
H (25.98, 13.53, 8.80)  0.058
H (25.67, 15.74, 9.08)  0.137
H (27.28, 15.66, 9.11)  0.015
H (27.81, 16.38, 6.79)  0.185
H (26.28, 17.38, 7.39)  0.082
H (25.81, 16.01, 5.21)  0.140
H (24.40, 15.99, 6.64)  0.179
O (34.78, 19.13, 5.76)  -0.343
S (35.31, 20.47, 5.80)  0.611
O (35.52, 21.13, 7.02)  -0.284
C (36.68, 20.51, 4.71)  -0.246
C (36.39, 21.60, 3.76)  -0.242
C (34.97, 21.52, 3.42)  -0.218
C (34.20, 21.45, 4.78)  -0.210
H (36.96, 19.68, 4.17)  0.052
H (37.67, 20.34, 5.44)  0.192
H (36.43, 22.44, 4.24)  0.062
H (36.97, 21.71, 2.89)  0.129
H (34.54, 20.81, 2.57)  0.165
H (34.55, 22.47, 3.08)  0.107
H (33.11, 20.87, 4.79)  0.150
H (34.03, 22.39, 5.39)  0.120
O (30.01, 10.51, 6.30)  -0.287
S (30.76, 11.00, 7.37)  0.626
O (31.58, 10.04, 8.13)  -0.332
C (31.55, 12.40, 6.76)  -0.276
C (30.84, 13.63, 7.35)  -0.230
C (30.51, 13.19, 8.77)  -0.217
C (29.74, 11.86, 8.56)  -0.205
H (31.62, 12.39, 5.61)  0.124
H (32.69, 12.26, 7.14)  0.156
H (31.54, 14.59, 7.62)  0.155
H (29.91, 14.03, 6.74)  0.145
H (29.90, 13.95, 9.10)  0.075
H (31.35, 13.13, 9.34)  0.085
H (28.77, 11.97, 8.17)  0.063
H (29.28, 11.23, 9.29)  0.103
O (29.13, 21.21, 4.40)  -0.337
S (27.83, 21.78, 4.68)  0.665
O (26.97, 22.30, 3.66)  -0.318
C (26.96, 20.67, 5.73)  -0.231
C (27.12, 21.14, 7.20)  -0.133
C (28.33, 22.20, 7.20)  -0.189
C (28.13, 23.08, 5.97)  -0.238
H (27.33, 19.64, 5.51)  0.121
H (26.01, 20.61, 5.42)  0.050
H (26.21, 21.67, 7.46)  0.116
H (27.39, 20.39, 7.88)  0.078
H (29.46, 21.74, 6.98)  0.158
H (28.32, 22.78, 8.02)  0.057
H (28.88, 23.80, 5.63)  0.097
H (27.28, 23.84, 5.97)  0.125
O (30.32, 12.84, 2.77)  -0.312
S (30.25, 14.22, 3.21)  0.638
O (30.92, 14.73, 4.36)  -0.315
C (30.62, 15.18, 1.77)  -0.234
C (29.64, 16.33, 1.87)  -0.228
C (28.31, 15.70, 2.17)  -0.216
C (28.56, 14.67, 3.24)  -0.236
H (30.48, 14.60, 0.77)  0.159
H (31.64, 15.60, 1.88)  0.103
H (29.97, 16.97, 2.66)  0.099
H (29.59, 16.96, 0.98)  0.128
H (27.79, 15.13, 1.36)  0.148
H (27.60, 16.34, 2.23)  0.041
H (27.90, 13.77, 3.27)  0.127
H (28.55, 15.21, 4.25)  0.113
O (30.82, 18.80, 12.78)  -0.330
S (31.64, 18.97, 11.56)  0.628
O (31.09, 19.85, 10.61)  -0.288
C (33.19, 19.54, 12.08)  -0.230
C (34.21, 18.79, 11.23)  -0.247
C (33.71, 17.42, 11.14)  -0.189
C (32.15, 17.44, 11.01)  -0.211
H (33.17, 19.20, 12.98)  0.016
H (33.40, 20.80, 12.22)  0.215
H (34.36, 19.38, 10.33)  0.118
H (35.17, 19.10, 11.45)  0.095
H (33.98, 17.02, 12.04)  0.092
H (34.08, 16.76, 10.28)  0.152
H (31.71, 16.82, 11.74)  0.095
H (31.95, 17.17, 9.96)  0.110

***

No. 5
The following is a quantum chemistry calculation of an isolated molecule of C3HN3O in a non-equilibrium geometry, from the Open Molecules 2025 dataset.

Results
SMILES string	N#Cc1ncno1
LUMO energy	-0.025	Eh
energy relative to the best compared isomer or geometry (same formula, charge and spin)	211.26	kJ/mol
gap between HOMO and LUMO	10.419	eV
total charge	0

Each line ends with the Löwdin charge.
Cartesian coordinates (Å):
N (0.99, -2.75, 0.01)  0.183
C (0.36, -1.72, 0.08)  -0.044
C (-0.15, -0.34, 0.11)  -0.398
N (-1.18, 0.36, -0.58)  0.109
C (-0.87, 1.68, -0.40)  -0.213
N (0.24, 1.82, 0.28)  0.130
O (0.65, 0.45, 0.46)  0.045
H (-1.63, 2.65, -0.37)  0.188

***

No. 6
The following is a quantum chemistry calculation of a structure of composition C3H4GdO3 in a non-equilibrium geometry, from the Open Molecules 2025 dataset.

Results
LUMO energy (alpha / beta)	-0.195 / -0.180	Eh
energy relative to the best compared isomer or geometry (same formula, charge and spin)	0.00	kJ/mol
gap between HOMO and LUMO (alpha / beta)	7.874 / 6.535	eV
total charge	+1
2S+1	8
<S²>	16.6897

Each line ends with the Löwdin charge.
Cartesian coordinates (Å):
O (0.20, -1.04, 1.77)  -0.463
C (0.69, -0.10, 2.63)  -0.356
C (1.02, 1.20, 1.96)  -0.176
O (0.88, 1.33, 0.74)  -0.153
Gd (-0.04, -0.57, -0.36)  1.691
H (1.64, -0.40, 3.15)  0.149
H (0.00, 0.17, 3.46)  0.147
H (1.41, 2.03, 2.56)  0.152
C (-1.14, -0.66, -2.65)  -0.066
O (-0.86, 0.39, -3.40)  -0.051
H (-1.24, 0.32, -4.29)  0.125

***

no.,calculated total energy (eV)
1,-9206.31786
2,-129770.60842
3,-87531.70070
4,-144828.20683
5,-9640.62805
6,-30142.58363